[1]
ORCA calculation (ωB97M-V/def2-TZVPD) on the ion C4H5N2 with charge +1 in a non-equilibrium geometry.

Computed properties:
HOMO energy (alpha / beta) = -14.94 / -14.94 eV
Energy above the lowest of the compared OMol25 structures with the same formula, charge and spin = 4.781 eV
Multiplicity = 1
Total energy = -264.43970 Eh
Charge = +1

Geometry (Å):
C 1.434364 0.112056 0.535834
C 0.659183 -0.433311 -1.754294
C 0.287235 0.275698 1.255072
C -0.877012 0.252754 1.744122
N 1.450023 -0.188608 -0.745761
N -0.203335 -1.271110 -2.020506
H 2.448179 0.531696 0.918316
H 1.153505 0.065535 -2.732361
H -1.655091 1.137688 2.021970
H -1.121237 -0.637232 2.410127
H -0.648361 -1.115696 -2.975820

Cartesian forces, eV/Å:
C 2.7 1.7 -1.5
C 1.5 2.2 -3.8
C -1.2 -0.3 -0.3
C -2.3 1.3 2.8
N 1.9 -0.2 2.6
N -3.2 -1.7 -0.8
H -1.9 -1.2 -0.2
H -0.9 -0.1 2.0
H 2.1 -1.9 -1.2
H 0.3 0.6 -1.1
H 1.0 -0.5 1.5


[2]
ORCA calculation (ωB97M-V/def2-TZVPD) on a structure of composition C30H36CoOPSb2Se4 in a non-equilibrium geometry.

Computed properties:
HOMO energy (alpha / beta) = -4.13 / -4.10 eV
Energy above the lowest of the compared OMol25 structures with the same formula, charge and spin = 0.853 eV
Multiplicity = 4
Total energy = -13050.54353 Eh
Charge = -1

Geometry (Å):
Co -0.651125 -1.046110 0.983556
C -0.558827 -4.015836 0.740597
C 0.269358 -3.014607 1.508761
C 0.003352 -2.754490 2.867315
C 0.952770 -2.158175 3.689902
C 0.681865 -1.918327 5.142615
C 2.188450 -1.810698 3.144847
C 2.461903 -1.989208 1.798822
C 3.813629 -1.651805 1.228411
C 1.491801 -2.570505 0.985682
H -0.681481 -3.728656 -0.305754
H -1.546081 -4.135761 1.183949
H -0.050222 -4.983231 0.769857
H -0.913051 -3.122407 3.310783
H 0.793697 -0.857926 5.377716
H 1.389297 -2.478104 5.760365
H -0.333176 -2.204893 5.405668
H 2.960008 -1.422854 3.800482
H 3.718143 -1.017722 0.345352
H 4.328745 -2.567665 0.929266
H 4.427736 -1.133990 1.964320
H 1.733513 -2.785196 -0.050077
Se -2.236428 0.481283 5.039388
Sb -2.745029 0.742138 2.700359
Se -2.883332 -1.528217 1.456644
Se -0.670657 1.212338 1.242206
Se -4.552575 2.217119 2.050614
C 3.503865 2.113391 4.572627
Sb 1.724127 1.699696 3.365272
C 2.638212 2.652506 1.644619
C 0.679139 3.485427 3.986097
H 3.819826 3.150532 4.453809
H 4.319948 1.464266 4.249818
H 3.307929 1.921390 5.627464
H 2.581337 3.734963 1.757728
H 2.124664 2.371737 0.728010
H 3.682391 2.344166 1.578133
H 1.404105 4.282953 4.152785
H 0.126986 3.287683 4.903150
H -0.025060 3.772575 3.207056
O -0.124277 -0.973699 -1.125531
P -0.857989 -0.061985 -2.079703
C -0.398336 -0.584595 -3.757355
C -0.968548 0.035748 -4.864559
C -0.624960 -0.376035 -6.140627
C 0.292641 -1.405354 -6.312752
C 0.870778 -2.016746 -5.210806
C 0.525655 -1.605803 -3.930857
C -0.298236 1.662171 -2.118560
C -1.118204 2.768334 -2.308769
C -0.556342 4.032639 -2.386373
C 0.819455 4.192661 -2.318217
C 1.641884 3.085347 -2.167323
C 1.084577 1.822575 -2.062021
C -2.649720 -0.272097 -2.050323
C -3.039076 -1.548730 -2.465788
C -4.369455 -1.918810 -2.420746
C -5.321755 -1.007147 -1.983161
C -4.936544 0.251957 -1.555996
C -3.599281 0.620478 -1.575677
H -1.685494 0.835408 -4.717229
H -1.073125 0.102405 -7.002110
H 0.559945 -1.737273 -7.308078
H 1.587506 -2.816660 -5.347397
H 0.959285 -2.075148 -3.056538
H -2.190829 2.658217 -2.366771
H -1.201484 4.895367 -2.489177
H 1.258860 5.179756 -2.381731
H 2.715687 3.211637 -2.120131
H 1.710708 0.949677 -1.912873
H -2.281305 -2.251821 -2.794282
H -4.658245 -2.923403 -2.703578
H -6.366614 -1.289238 -1.953800
H -5.664186 0.944170 -1.154426
H -3.322728 1.578242 -1.154949

Cartesian forces, eV/Å:
Co 0.4 -0.5 -1.1
C -0.1 0.1 -0.1
C 0.5 -0.6 0.4
C 0.3 -0.3 0.1
C 0.0 0.0 -0.1
C 0.0 0.0 0.1
C -0.1 -0.1 0.0
C 0.1 0.0 0.0
C -0.1 0.0 0.0
C -0.1 -0.1 0.1
H 0.0 0.0 0.0
H 0.0 0.1 0.0
H 0.0 0.0 0.0
H -0.1 0.2 -0.1
H -0.1 0.0 0.0
H 0.0 0.0 0.0
H 0.0 0.0 0.0
H 0.0 0.1 0.0
H 0.0 0.0 0.0
H 0.1 0.0 0.0
H 0.0 0.0 0.0
H -0.1 0.1 0.0
Se 0.1 0.0 -0.1
Sb -0.2 -0.2 -0.5
Se -0.9 0.2 0.5
Se -0.3 1.3 0.3
Se 0.2 -0.1 -0.1
C 0.0 0.2 0.0
Sb 0.2 0.2 0.3
C 0.0 -0.1 0.0
C 0.1 -0.2 0.0
H 0.0 0.1 0.0
H 0.0 0.0 0.0
H 0.0 0.0 0.0
H 0.1 0.0 0.0
H -0.1 0.0 0.0
H 0.0 0.0 0.0
H 0.0 0.0 0.0
H 0.0 0.0 0.0
H 0.0 0.0 0.0
O 0.0 0.0 0.3
P -0.1 0.1 -0.2
C 0.0 -0.1 0.1
C 0.0 -0.1 0.0
C 0.0 0.0 0.0
C 0.1 -0.1 0.0
C 0.0 0.0 -0.1
C 0.0 0.0 0.0
C -0.1 -0.2 0.1
C 0.0 -0.1 0.1
C 0.0 0.1 0.0
C 0.0 0.0 0.0
C 0.0 0.0 0.0
C 0.0 0.0 0.1
C 0.3 0.0 0.0
C 0.0 0.0 0.1
C 0.0 -0.1 0.0
C 0.0 0.0 0.0
C -0.1 0.0 0.0
C 0.0 0.1 0.2
H 0.0 0.0 -0.1
H 0.0 0.0 0.0
H 0.0 0.0 0.0
H 0.0 0.0 0.0
H 0.0 0.0 0.0
H 0.0 0.0 0.0
H 0.0 0.0 0.0
H 0.0 0.0 0.0
H 0.0 0.0 0.0
H 0.0 0.0 0.0
H -0.1 0.0 0.0
H 0.0 0.0 0.0
H 0.0 0.0 0.0
H 0.0 0.0 0.0
H 0.0 -0.1 0.1


[3]
ORCA calculation (ωB97M-V/def2-TZVPD) on a cluster of 2 separate species, C7H8F2 in total in a non-equilibrium geometry.

Computed properties:
HOMO energy = -9.53 eV
Energy above the lowest of the compared OMol25 structures with the same formula, charge and spin = 3.193 eV
Multiplicity = 1
Total energy = -471.06975 Eh

Geometry (Å):
C -1.540735 2.065192 -0.245452
C -1.604005 0.868320 -0.131262
C -1.688862 -0.557170 0.008168
C -0.722724 -1.422720 -0.270134
F -2.882119 -0.980462 0.466121
H -1.478749 3.126776 -0.349358
H 0.231146 -1.068455 -0.637620
H -0.880245 -2.485996 -0.132371
C 2.920718 -0.187503 1.002080
C 2.004893 0.073784 0.082207
C 0.810152 0.960676 0.185357
F 2.097393 -0.502066 -1.138004
H 3.745668 -0.857019 0.791069
H 2.855993 0.268120 1.982443
H 0.861239 1.752323 -0.569745
H 0.749167 1.417492 1.175743
H -0.098299 0.386035 0.000993

Cartesian forces, eV/Å:
C -1.3 -0.1 -0.1
C -2.2 1.2 -0.3
C -0.4 -0.5 -0.1
C -0.4 -0.6 -0.1
F -0.1 0.0 0.0
H 0.0 -0.2 0.0
H -0.6 -0.8 -0.1
H -0.1 0.1 0.0
C 0.0 -0.2 -0.2
C 0.3 0.7 0.9
C 2.0 -0.2 0.1
F 0.2 -0.1 -0.3
H -0.1 0.0 0.0
H 0.0 0.0 -0.2
H 0.0 -0.2 0.0
H 0.0 -0.1 -0.1
H 2.7 1.0 0.4